[1]
Below is C5H8O2 as an isolated structure, with properties calculated with ωB97M-V/def2-TZVPD.

Values from the calculation:
Energy relative to the best compared isomer or geometry (same formula, charge and spin) ... 2.527 eV
Electronic energy ... -345.7121 Ha
LUMO level ... 0.75 eV
Orbital gap ... 9.8 eV

The geometry in ORCA input format:
```
! RIJCOSX wB97M-V def2-TZVPD def2/J DEFGRID3
* xyz 0 1
C 1.77 -0.17 0.88
C 0.59 0.16 0.00
C -0.20 -0.79 -0.89
C -0.83 -0.12 0.29
O -1.34 -0.76 1.40
C -1.08 1.33 -0.10
O 0.33 1.51 -0.38
H 2.74 0.07 0.42
H 1.75 -1.24 1.11
H 1.70 0.37 1.83
H -0.56 -0.49 -1.88
H 0.05 -1.85 -0.81
H -1.86 -1.52 1.10
H -1.71 1.50 -0.98
H -1.39 1.98 0.72
*
```

Here is what Mulliken gives for the atomic charges, in e:
1. C -1.33
2. C 0.96
3. C -0.98
4. C 0.47
5. O -0.54
6. C -0.44
7. O -0.46
8. H 0.36
9. H 0.30
10. H 0.28
11. H 0.21
12. H 0.32
13. H 0.34
14. H 0.22
15. H 0.28

---

[2]
Below is one molecule with the formula C5H12O2, with properties calculated with ωB97M-V/def2-TZVPD.

Values from the calculation:
Energy relative to the best compared isomer or geometry (same formula, charge and spin) ... 0.688 eV
Electronic energy ... -348.1795 Ha
LUMO level ... 0.74 eV
Orbital gap ... 10.6 eV
Structure (SMILES) ... CC[C@@H](O)CCO

The geometry in ORCA input format:
```
! RIJCOSX wB97M-V def2-TZVPD def2/J DEFGRID3
* xyz 0 1
C -1.40 -1.15 -2.01
C -0.24 -1.29 -1.04
C -0.10 0.00 -0.25
O -1.36 0.30 0.30
C 0.96 -0.11 0.85
C 1.31 1.23 1.47
O 0.13 1.78 2.06
H -1.68 -2.11 -2.45
H -2.24 -0.74 -1.45
H -1.16 -0.45 -2.83
H 0.70 -1.55 -1.56
H -0.45 -2.12 -0.35
H 0.21 0.79 -0.97
H -1.25 1.05 0.91
H 1.89 -0.54 0.44
H 0.58 -0.79 1.61
H 1.70 1.91 0.70
H 2.09 1.10 2.24
H 0.32 2.69 2.33
*
```

Here is what Mulliken gives for the atomic charges, in e:
1. C -1.17
2. C -0.54
3. C 0.25
4. O -0.55
5. C -0.73
6. C -0.45
7. O -0.55
8. H 0.38
9. H 0.30
10. H 0.27
11. H 0.33
12. H 0.35
13. H 0.18
14. H 0.34
15. H 0.31
16. H 0.33
17. H 0.34
18. H 0.32
19. H 0.30

---

[3]
Below is a 2-piece molecular cluster, C47H52F6N3OSi overall, with properties calculated with ωB97M-V/def2-TZVPD.

Values from the calculation:
Electronic energy ... -2950.1767 Ha
LUMO level ... -5.14 eV
Orbital gap ... 3.8 eV

The geometry in ORCA input format:
```
! RIJCOSX wB97M-V def2-TZVPD def2/J DEFGRID3
* xyz 1 1
C 5.34 4.76 -1.44
N 5.39 3.48 -2.13
C 6.68 3.07 -2.65
C 6.86 3.63 -4.04
F 8.05 3.29 -4.61
F 5.86 3.18 -4.87
F 6.78 5.00 -4.03
C 4.25 2.76 -2.36
C 4.20 1.33 -2.37
C 2.98 0.70 -2.37
C 1.74 1.43 -2.51
C 0.49 0.77 -2.41
C -0.79 1.32 -2.79
C -1.73 0.51 -3.51
C -2.93 1.03 -3.95
C -3.27 2.39 -3.70
N -4.46 2.94 -4.17
C -4.79 2.84 -5.58
C -5.60 3.19 -3.29
C -5.42 4.44 -2.46
F -6.56 4.81 -1.81
F -4.46 4.23 -1.49
F -5.02 5.50 -3.24
C -2.34 3.19 -3.01
C -1.18 2.66 -2.50
C 1.86 2.82 -2.79
C 3.05 3.48 -2.58
H 4.59 4.72 -0.63
H 6.32 4.97 -1.00
H 5.06 5.57 -2.13
H 7.47 3.47 -2.01
H 6.71 1.98 -2.75
H 5.14 0.77 -2.31
H 2.94 -0.39 -2.29
H 0.52 -0.30 -2.19
H -1.48 -0.53 -3.74
H -3.66 0.41 -4.50
H -4.13 2.09 -6.05
H -5.84 2.54 -5.70
H -4.63 3.81 -6.08
H -6.49 3.34 -3.92
H -5.75 2.36 -2.57
H -2.57 4.25 -2.93
H -0.55 3.29 -1.88
H 1.00 3.38 -3.15
H 3.11 4.57 -2.62
C -0.45 -3.21 -2.21
Si -0.49 -4.43 -0.82
C -2.25 -4.77 -0.29
C 0.38 -5.99 -1.31
O 0.38 -3.81 0.48
C 0.04 -3.12 1.68
C -0.99 -2.01 1.38
C -2.33 -2.10 1.78
C -3.17 -1.00 1.56
C -2.71 0.14 0.91
C -1.41 0.16 0.42
C -0.56 -0.93 0.61
C -0.39 -4.14 2.77
C -0.11 -5.51 2.65
C -0.60 -6.39 3.62
C -1.27 -5.92 4.74
C -1.45 -4.54 4.91
C -0.99 -3.66 3.92
C 1.37 -2.45 2.17
C 2.43 -3.47 2.64
C 2.71 -3.20 4.12
C 1.77 -2.06 4.56
N 1.16 -1.56 3.32
C 0.79 -0.26 3.18
C -0.10 0.37 4.01
C -0.40 1.78 4.04
C -1.52 2.23 4.79
C -1.87 3.58 4.80
C -1.09 4.52 4.10
C 0.05 4.09 3.41
C 0.39 2.74 3.36
H -0.96 -3.63 -3.10
H -0.96 -2.28 -1.95
H 0.59 -2.98 -2.50
H -2.71 -5.43 -1.03
H -2.28 -5.27 0.69
H -2.83 -3.84 -0.23
H -0.08 -6.39 -2.22
H 1.44 -5.80 -1.52
H 0.31 -6.76 -0.53
H -2.71 -3.02 2.25
H -4.20 -1.05 1.94
H -3.36 1.00 0.76
H -1.03 1.03 -0.12
H 0.43 -0.94 0.16
H 0.47 -5.89 1.80
H -0.47 -7.47 3.47
H -1.66 -6.61 5.49
H -1.96 -4.14 5.78
H -1.13 -2.58 4.04
H 1.79 -1.89 1.33
H 2.12 -4.50 2.45
H 3.33 -3.28 2.04
H 2.54 -4.08 4.74
H 3.76 -2.88 4.25
H 0.99 -2.45 5.23
H 2.32 -1.28 5.09
H 1.20 0.31 2.33
H -0.67 -0.25 4.72
H -2.11 1.49 5.34
H -2.77 3.90 5.34
H -1.37 5.57 4.11
H 0.68 4.83 2.88
H 1.28 2.40 2.82
*
```

These are the Mulliken partial charges, in e, on atoms 1 to 99:
1. C -1.12
2. N 0.29
3. C -0.91
4. C 1.01
5. F -0.25
6. F -0.26
7. F -0.26
8. C 1.18
9. C -0.76
10. C -1.05
11. C 0.61
12. C -0.51
13. C 1.07
14. C -1.00
15. C -0.33
16. C -0.46
17. N 0.29
18. C -1.08
19. C -0.80
20. C 0.75
21. F -0.28
22. F -0.21
23. F -0.27
24. C -0.76
25. C -0.69
26. C -0.76
27. C -0.62
28. H 0.39
29. H 0.34
30. H 0.37
31. H 0.38
32. H 0.20
33. H 0.32
34. H 0.47
35. H 0.17
36. H 0.43
37. H 0.56
38. H 0.44
39. H 0.35
40. H 0.26
41. H 0.49
42. H 0.28
43. H 0.47
44. H 1.00
45. H 0.81
46. H 0.42
47. C -0.65
48. Si 0.28
49. C -0.96
50. C -1.15
51. O -0.35
52. C 2.14
53. C 1.31
54. C -0.43
55. C -1.23
56. C -1.21
57. C -0.70
58. C -1.00
59. C 0.26
60. C -0.41
61. C -1.11
62. C -0.76
63. C -1.24
64. C -0.47
65. C -1.20
66. C -0.78
67. C -0.73
68. C -0.78
69. N 0.41
70. C -0.46
71. C 0.09
72. C 0.88
73. C -0.64
74. C -0.55
75. C -0.45
76. C -0.73
77. C -0.19
78. H 0.47
79. H -0.16
80. H 0.29
81. H 0.54
82. H 0.26
83. H 0.28
84. H 0.38
85. H 0.34
86. H 0.30
87. H 0.73
88. H 0.43
89. H 0.57
90. H 0.72
91. H 0.51
92. H 0.44
93. H 0.43
94. H 0.42
95. H 0.45
96. H 0.55
97. H 0.72
98. H 0.18
99. H 0.46

---

[4]
Below is C23H40BBiN2O3S2 as an isolated structure, with properties calculated with ωB97M-V/def2-TZVPD.

Values from the calculation:
Energy relative to the best compared isomer or geometry (same formula, charge and spin) ... 2.512 eV
Electronic energy ... -2271.2330 Ha
LUMO level (spin up / spin down) ... 4.09 / 4.11 eV
Orbital gap (spin up / spin down) ... 3.7 / 1.5 eV

The geometry in ORCA input format:
```
! RIJCOSX wB97M-V def2-TZVPD def2/J DEFGRID3
* xyz -2 1
Bi 11.68 10.28 14.33
C 13.88 11.40 18.22
C 13.34 11.60 16.78
S 14.32 10.98 15.57
C 12.21 12.38 16.72
C 11.52 12.83 17.99
S 11.40 12.80 15.28
H 14.76 10.79 18.16
H 13.09 10.97 18.85
H 14.19 12.30 18.67
H 12.22 13.32 18.71
H 10.93 12.00 18.42
H 10.77 13.61 17.77
C 9.70 8.33 17.54
N 10.69 7.97 16.50
C 12.04 7.52 17.10
C 10.11 6.97 15.61
C 10.46 7.10 14.08
N 10.05 8.36 13.39
C 8.71 8.78 13.79
C 10.36 8.24 11.94
H 9.09 7.50 17.90
H 9.03 9.17 17.29
H 10.21 8.79 18.47
H 11.97 6.55 17.61
H 12.30 8.19 17.88
H 12.86 7.43 16.36
H 9.02 6.89 15.78
H 10.53 5.92 15.84
H 9.89 6.31 13.59
H 11.54 6.93 13.99
H 7.95 8.14 13.29
H 8.55 9.82 13.57
H 8.62 8.67 14.86
H 9.88 7.33 11.60
H 11.46 8.15 11.95
H 10.14 9.08 11.30
C 5.75 13.08 8.56
C 6.89 14.11 8.62
C 6.29 15.38 9.32
C 7.32 14.52 7.20
C 8.11 13.76 9.47
C 9.27 14.55 9.29
C 10.43 14.37 10.08
C 10.44 13.27 10.94
O 11.45 12.81 11.85
B 10.88 11.74 12.64
O 9.48 11.64 12.19
C 9.32 12.53 11.12
C 8.13 12.80 10.47
H 4.84 13.58 8.21
H 5.58 12.71 9.60
H 5.98 12.15 8.03
H 5.32 15.78 8.99
H 6.99 16.24 9.34
H 6.14 15.12 10.37
H 6.43 14.79 6.70
H 7.82 13.65 6.72
H 8.07 15.30 7.27
H 9.23 15.45 8.65
H 11.21 15.08 10.07
H 7.20 12.21 10.68
C 14.78 12.01 12.39
O 14.86 10.57 12.61
C 14.06 9.92 13.44
C 14.44 8.43 13.48
H 15.09 12.55 13.32
H 13.75 12.26 12.14
H 15.53 12.20 11.66
H 14.93 8.23 14.45
H 15.17 8.26 12.67
H 13.66 7.69 13.42
*
```

Here is what Mulliken gives for the atomic charges, in e:
1. Bi 1.09
2. C -1.99
3. C 0.69
4. S -0.57
5. C 0.63
6. C -1.39
7. S -0.72
8. H 0.45
9. H 0.29
10. H 0.44
11. H 0.30
12. H 0.14
13. H 0.40
14. C -1.07
15. N 0.71
16. C -1.04
17. C -1.38
18. C -0.71
19. N 0.82
20. C -0.93
21. C -1.02
22. H 0.35
23. H 0.28
24. H 0.30
25. H 0.37
26. H 0.28
27. H 0.21
28. H 0.59
29. H 0.30
30. H 0.40
31. H 0.17
32. H 0.32
33. H 0.15
34. H 0.19
35. H 0.42
36. H 0.27
37. H 0.10
38. C -4.37
39. C 9.15
40. C -3.32
41. C -4.34
42. C -0.50
43. C -0.23
44. C -2.16
45. C 1.35
46. O -0.62
47. B -0.15
48. O -0.12
49. C 0.97
50. C -1.89
51. H 0.64
52. H 0.30
53. H 0.51
54. H 0.60
55. H 0.30
56. H 0.28
57. H 0.87
58. H 0.43
59. H 0.09
60. H 0.45
61. H 0.38
62. H -0.22
63. C -0.36
64. O -0.40
65. C 0.31
66. C -1.16
67. H 0.20
68. H 0.07
69. H 0.33
70. H 0.13
71. H 0.42
72. H 0.22